(1)
The following is a DFT calculation (the ωB97M-V functional and the def2-TZVPD basis) of C24H57N6O9Y as an isolated structure at a distorted geometry.

The geometry in XYZ format:
```
97
Properties=species:S:1:pos:R:3:forces:R:3
Y -1.431143 -3.063714 2.839416 1.0 2.4 -1.7
C 1.144997 -0.407244 0.274096 0.0 -0.1 -0.7
C 0.008317 -1.460804 0.113316 1.7 -0.1 -0.6
O -0.892733 -1.472424 1.106136 -1.6 -0.9 3.1
H 0.720747 0.596806 0.273186 0.1 0.1 0.6
H 1.883757 -0.371414 -0.526574 -0.4 -0.4 -0.8
H 1.848377 -0.620384 1.079026 -0.7 0.2 0.8
H 0.515677 -2.422674 0.039296 0.4 -0.6 -0.2
H -0.491793 -1.339294 -0.847534 0.0 0.4 -0.5
C -4.224823 -1.257384 -5.106374 -0.8 0.2 -2.1
O -4.038913 -1.410214 -3.751274 1.1 1.6 1.2
C -3.309373 -0.275474 -3.202514 1.3 -2.3 1.3
C -1.791403 -0.549914 -3.275384 -0.1 1.4 0.6
O -1.310123 -0.330674 -4.545994 1.0 -0.8 -1.8
C -0.142843 -1.101424 -4.832724 -0.6 0.2 -0.5
H -3.423743 -0.804504 -5.690554 0.6 -0.2 0.5
H -5.055423 -0.582364 -5.312634 -0.5 -0.1 0.0
H -4.430843 -2.230294 -5.552584 -0.1 0.0 0.1
H -3.491113 -0.338554 -2.129624 -0.4 0.3 0.1
H -3.527853 0.735616 -3.546124 -0.4 -0.3 -0.5
H -1.439753 -1.485114 -2.839654 -0.6 -0.6 -0.2
H -1.232703 0.186916 -2.698294 -0.4 0.4 1.0
H 0.657007 -0.993384 -4.100154 0.0 0.3 0.3
H 0.218737 -0.780254 -5.809554 0.0 0.0 0.1
H -0.403353 -2.158204 -4.891514 0.0 -0.2 0.0
C -0.479453 3.652746 2.590356 0.0 0.9 -2.1
O -0.133803 4.765236 2.910476 0.3 0.0 0.8
N -0.801543 3.366816 1.282606 -0.1 -1.7 -0.8
C -1.554663 2.103806 0.995836 0.8 1.0 0.4
C -0.527233 4.291976 0.162766 0.0 0.5 0.3
H -0.516813 2.787776 3.270526 -0.3 -0.1 0.0
H -1.152023 1.294256 1.604616 -0.2 -0.1 0.1
H -1.418853 1.781446 -0.036514 -0.1 0.3 0.0
H -2.606323 2.283446 1.219066 -0.1 -0.3 -0.2
H 0.497147 4.664336 0.152916 0.0 0.2 0.7
H -0.583323 3.892756 -0.849944 -0.5 -1.0 0.4
H -1.225253 5.128956 0.145126 0.1 0.2 0.3
C -2.994263 -0.120064 3.779196 -0.2 -0.3 -1.1
O -2.743653 -1.273534 3.404236 -0.4 0.0 0.2
N -3.984163 0.611646 3.301926 -1.1 1.5 -0.8
C -4.996043 0.225556 2.252246 0.6 -1.5 0.3
C -4.121093 1.949336 3.850416 -0.9 1.3 1.2
H -2.414333 0.480656 4.496846 0.3 -0.7 0.1
H -5.427523 1.006696 1.626356 0.7 0.6 0.5
H -5.845823 -0.314934 2.669186 0.0 0.2 0.5
H -4.545343 -0.514554 1.591026 0.3 0.2 0.0
H -4.254163 2.773346 3.149416 0.1 -0.5 -0.6
H -4.962173 2.044216 4.537206 -0.6 -0.4 -0.3
H -3.353293 2.301256 4.539426 0.8 -0.6 -0.4
C -0.838303 -5.040724 0.014906 -0.1 -0.4 -2.6
O -1.077413 -4.453154 1.047256 -0.8 1.2 2.6
N -1.504443 -4.845624 -1.135494 1.6 -0.3 -0.4
C -2.563803 -3.878214 -1.371694 -0.9 0.4 0.3
C -1.043893 -5.515754 -2.368174 -0.9 -0.9 0.4
H -0.017113 -5.773894 -0.003154 -0.3 0.1 -0.3
H -2.323463 -2.878764 -1.009154 0.2 -0.1 0.2
H -3.522373 -4.185594 -0.953644 0.1 -0.1 0.5
H -2.816343 -3.806564 -2.429614 0.6 0.0 -0.1
H -0.754683 -4.844934 -3.177164 0.0 0.3 0.4
H -0.262313 -6.255194 -2.193644 0.1 0.3 0.3
H -1.916053 -6.090134 -2.680454 0.1 -0.1 -0.5
C 0.021597 -0.966034 5.607936 -1.4 -1.7 -1.4
O -0.498033 -1.691344 4.686176 1.1 0.7 1.8
N 0.962007 -0.089204 5.405496 0.4 1.0 2.2
C 1.290997 0.868406 6.485756 -1.0 0.1 -0.1
C 1.538947 0.106806 4.131526 0.3 0.1 -0.8
H -0.284183 -0.974764 6.665576 -0.4 -0.5 -0.4
H 0.542547 0.766556 7.271596 0.3 -0.4 0.3
H 1.056547 1.870166 6.125756 0.5 0.1 -0.3
H 2.303347 0.806576 6.885036 -0.1 -0.2 -0.3
H 0.691037 0.129006 3.446936 0.5 -0.1 -0.7
H 2.087507 1.048496 4.151756 -0.1 -0.1 -0.3
H 2.229157 -0.715974 3.945146 -0.1 0.1 -0.5
C 6.978387 -1.362184 0.544566 1.0 0.7 -0.3
O 8.183337 -1.368454 0.745106 -0.9 -0.7 0.3
N 6.292287 -0.246324 0.271796 -1.8 1.4 -0.6
C 4.835627 -0.321904 -0.170914 1.5 -0.2 1.4
C 6.801327 1.145006 0.414176 -1.4 -0.4 -0.9
H 6.253587 -2.190344 0.512706 0.6 -0.7 0.1
H 4.256517 0.038356 0.679346 -0.3 0.3 -0.2
H 4.528227 -1.355944 -0.327034 0.3 0.0 -0.1
H 4.609647 0.240766 -1.076694 0.4 0.1 0.1
H 6.073217 1.691596 1.013496 0.1 0.0 0.5
H 7.808247 1.337926 0.784326 -0.1 -0.8 -0.1
H 6.642087 1.572116 -0.575934 0.6 0.3 -0.1
C 2.109487 2.134816 -4.847224 -1.4 -0.7 1.5
O 2.284827 2.831036 -5.802714 0.5 0.2 -0.9
N 2.323937 2.515836 -3.542804 0.4 0.6 -1.2
C 1.769457 1.895586 -2.374354 0.2 -1.0 0.4
C 2.917467 3.821556 -3.425554 0.7 1.1 0.9
H 1.645527 1.137286 -4.890554 0.1 -0.2 -0.2
H 1.188927 0.989816 -2.549424 0.1 -0.1 -0.8
H 1.067667 2.482596 -1.781894 0.2 0.7 -0.2
H 2.561337 1.556236 -1.706614 0.2 0.2 0.2
H 2.193987 4.549066 -3.057574 -0.1 0.1 0.0
H 3.782847 3.851146 -2.763494 -0.2 -0.4 0.6
H 3.375057 4.217506 -4.332164 -0.7 -0.5 -0.3
```
Forces are in eV/Å.

Calculated values
orbital gap (spin up / spin down): 5.83 / 8.22 eV
highest occupied orbital energy (spin up / spin down): -8.0458 / -10.9197 eV
spin multiplicity: 2
net charge: +1



(2)
The following is a DFT calculation (the ωB97M-V functional and the def2-TZVPD basis) of C24H58Br6N2O8 as an isolated structure at a distorted geometry.

The geometry in XYZ format:
```
98
Properties=species:S:1:pos:R:3:forces:R:3
C -1.742487 0.043342 -0.507180 -2.3 -0.4 -0.4
N -2.859727 -0.239478 -1.485240 -1.2 0.8 -0.8
O -2.886587 -1.311488 -2.079050 -0.1 1.1 0.5
O -3.696217 0.668942 -1.644740 1.3 -1.4 0.2
H -2.016097 0.884612 0.129620 -0.9 -0.9 -1.4
H -0.806377 0.286272 -1.009950 -1.5 -0.4 -0.5
H -1.679887 -0.844478 0.122080 0.2 0.0 -0.2
C -0.547657 3.053942 -0.994730 -0.1 -0.6 0.5
N -0.726997 4.088652 -2.009740 2.0 2.2 -2.1
O -0.989707 3.737802 -3.136670 -0.6 -0.9 -0.1
O -0.491237 5.285782 -1.783520 0.2 -1.4 0.6
H -1.566807 2.869312 -0.655100 0.6 -0.4 0.0
H 0.085693 3.417522 -0.185550 -0.3 0.1 -0.1
H -0.128537 2.145712 -1.427820 -0.1 0.7 -0.3
Br -5.459117 1.711492 1.562720 0.4 0.2 -0.6
C -3.849657 2.659832 0.957240 -2.1 3.0 0.6
C -4.085007 4.088332 0.461480 -0.5 -0.5 -1.0
Br -2.364337 5.008232 0.040350 -2.3 0.6 1.4
H -3.232197 2.113862 0.243970 -1.6 0.0 -0.8
H -3.248137 2.671842 1.866150 -3.0 1.6 -0.5
H -4.705587 4.738112 1.078550 0.3 -0.3 0.2
H -4.565237 3.994862 -0.512550 0.0 0.4 0.0
Br 0.413563 -5.912758 0.684100 0.1 0.1 0.6
C 0.390523 -4.257358 1.735270 -1.4 0.0 0.4
C 1.493333 -3.399048 1.254650 -0.2 -0.8 1.5
Br 1.364783 -1.608808 2.060660 -1.6 -5.4 7.2
H 0.352483 -4.358228 2.819930 0.5 -0.8 -0.1
H -0.593037 -3.838938 1.521670 0.1 0.2 -0.3
H 1.419963 -3.201068 0.185300 0.1 -1.0 0.8
H 2.458443 -3.772728 1.596750 -0.2 -0.1 -0.3
Br 6.521843 -3.424058 -0.918880 -0.3 0.7 0.3
C 5.163303 -1.993468 -0.621210 0.5 -0.9 0.3
C 3.847033 -2.680108 -0.432250 -0.6 -2.1 2.1
Br 2.294823 -1.441028 -0.282830 11.2 -7.5 5.2
H 5.014973 -1.396758 -1.521250 2.5 -1.1 0.9
H 5.398253 -1.347208 0.224510 0.4 -0.3 0.0
H 3.789393 -3.346808 0.428160 0.8 0.5 0.5
H 3.696373 -3.483498 -1.153340 -0.5 0.6 -0.7
C -1.823487 2.033902 2.170920 2.7 -1.1 -1.5
C -0.657957 1.071012 2.099360 0.7 1.0 0.1
O -0.368327 0.977812 0.704090 4.6 0.3 2.3
C 0.957803 0.444852 0.365180 0.0 3.2 0.3
C 1.137813 -0.020138 -1.055810 -6.3 4.4 -0.7
H -2.381617 1.886362 3.095480 1.2 1.6 -3.6
H -1.537577 3.075312 2.023200 0.5 0.1 0.1
H -2.487947 1.874642 1.321670 3.2 -1.9 1.5
H 0.135523 1.452442 2.742010 0.9 0.4 -0.5
H -0.779007 0.102482 2.584530 -0.7 -0.5 -0.7
H 1.745803 1.182782 0.515560 -0.1 1.2 -0.1
H 1.286303 -0.240788 1.146260 -1.1 2.3 -1.8
H 2.189573 -0.174898 -1.296520 -13.5 1.6 4.4
H 0.699373 0.700762 -1.745870 0.1 0.3 -0.5
H 0.709933 -1.006878 -1.232910 -0.1 3.2 -0.3
C -2.310717 1.304642 4.458750 -0.5 -2.6 4.1
C -2.735697 0.377592 5.649610 -0.2 1.5 -1.0
O -3.965167 0.861852 6.172030 0.2 0.1 1.7
C -3.895777 1.930062 7.170280 0.3 -0.2 -0.2
C -5.292517 2.082652 7.835500 1.5 0.8 -1.8
H -1.838307 2.207642 4.845420 0.2 0.0 -0.3
H -1.661937 0.690682 3.834070 -0.1 0.3 1.0
H -3.154677 1.613532 3.841970 -1.4 -1.0 2.2
H -2.862927 -0.638128 5.275160 -0.4 0.0 0.1
H -1.908467 0.338312 6.358290 -0.1 0.1 0.5
H -3.115947 1.838582 7.926320 0.1 -1.3 0.3
H -3.468157 2.818682 6.705950 -0.9 0.5 -0.6
H -5.936337 2.147692 6.958370 -0.7 -0.9 0.3
H -5.406087 3.097962 8.215410 0.3 -0.2 0.7
H -5.441057 1.285742 8.564180 -0.5 0.2 -0.3
C -1.027517 -3.394348 -2.080650 0.0 0.5 -0.6
C -0.100537 -2.322288 -1.502200 -0.9 -4.5 0.1
O 1.263423 -2.625738 -1.926990 -4.1 -1.7 -2.2
C 1.548063 -2.117158 -3.200660 0.8 -0.4 0.2
C 2.885043 -2.756488 -3.587280 -0.1 -0.1 -1.4
H -0.650507 -4.415168 -2.143010 0.5 0.3 0.2
H -2.006167 -3.444268 -1.603320 0.1 0.3 -0.2
H -1.095427 -2.962248 -3.079020 -0.9 -0.8 -0.4
H -0.512637 -1.336618 -1.718370 -0.1 -1.1 -0.8
H -0.035887 -2.464678 -0.423480 -0.4 0.5 0.2
H 0.812533 -2.275878 -3.989270 -0.3 -0.9 0.0
H 1.564603 -1.027348 -3.188340 -0.2 -0.9 0.9
H 3.254063 -2.230268 -4.467620 -0.1 -0.6 -0.1
H 2.734553 -3.801568 -3.857970 0.0 -0.1 0.2
H 3.708693 -2.687688 -2.876660 -0.5 -0.4 -0.2
C 3.697233 -0.369908 -1.957230 0.5 0.6 -4.2
C 3.768843 0.043012 -3.453120 1.1 1.7 2.0
O 2.619223 -0.309688 -4.202330 1.9 3.3 -1.3
C 2.455883 0.565962 -5.308600 -1.0 0.2 -0.4
C 3.429763 0.336452 -6.422500 0.6 0.4 -0.5
H 3.749383 -1.458618 -1.947580 -0.3 1.9 -0.4
H 4.309473 0.218142 -1.273520 0.6 -0.3 -0.5
H 2.718543 -0.080758 -1.574250 13.6 3.8 -8.9
H 3.929853 1.115592 -3.344790 -0.8 0.7 -0.7
H 4.759673 -0.190798 -3.842600 -0.2 -1.1 -0.7
H 1.425953 0.507612 -5.660660 -0.2 -1.0 -0.1
H 2.422793 1.619152 -5.029690 0.8 0.2 0.5
H 3.089533 0.926962 -7.273170 0.2 0.1 -0.1
H 3.564243 -0.683468 -6.782750 -0.4 -0.2 0.3
H 4.420693 0.693802 -6.142390 0.1 0.1 -0.1
```
Forces are in eV/Å.

Calculated values
orbital gap: 7.26 eV
highest occupied orbital energy: -7.2317 eV
spin multiplicity: 1



- Which value of spin multiplicity does entry 1 give?
  2